Record 1
{
  "formula": "C39H25BaN7O2PS2",
  "method": "the ωB97M-V functional and the def2-TZVPD basis",
  "spin_multiplicity": 1,
  "total_charge": -1,
  "e_homo_ha": -0.1516,
  "de_lowest_ev": 0.000,
  "orbital_gap_ev": 5.72,
  "lumo_ev": 1.60,
  "symbols": ["Ba", "S", "C", "C", "N", "C", "S", "C", "N", "O", "C", "O", "C", "C", "C", "C", "C", "C", "P", "C", "C", "C", "C", "C", "C", "C", "C", "C", "C", "C", "C", "H", "H", "H", "H", "H", "H", "H", "H", "H", "H", "H", "H", "H", "H", "N", "C", "C", "C", "C", "C", "C", "C", "N", "C", "C", "N", "C", "H", "H", "H", "H", "H", "H", "H", "N", "C", "C", "C", "C", "N", "C", "C", "H", "H", "H", "H"],
  "coordinates": [[-0.807, 1.524, 0.392], [-0.012, -0.927, 2.126], [-1.601, -1.665, 1.906], [-1.515, -3.073, 1.663], [-1.383, -4.202, 1.471], [-2.829, -1.066, 1.926], [-3.260, 0.614, 2.119], [-3.976, -1.930, 1.823], [-4.927, -2.575, 1.735], [-1.108, 3.443, -1.444], [-0.764, 2.484, -2.162], [0.190, 1.719, -1.850], [-1.649, 2.016, -3.290], [-2.135, 2.962, -4.179], [-2.923, 2.589, -5.258], [-3.249, 1.255, -5.427], [-2.795, 0.309, -4.515], [-1.984, 0.661, -3.441], [-1.581, -0.616, -2.146], [-0.017, -1.371, -2.683], [0.406, -2.496, -1.967], [1.591, -3.129, -2.304], [2.380, -2.635, -3.334], [1.982, -1.500, -4.022], [0.785, -0.873, -3.701], [-2.791, -1.916, -2.466], [-3.977, -1.874, -1.745], [-4.943, -2.850, -1.933], [-4.725, -3.873, -2.839], [-3.540, -3.927, -3.561], [-2.576, -2.953, -3.375], [-1.888, 4.002, -4.011], [-3.288, 3.331, -5.957], [-3.871, 0.941, -6.256], [-3.102, -0.721, -4.642], [-0.192, -2.885, -1.149], [1.893, -4.010, -1.750], [3.311, -3.125, -3.592], [2.599, -1.096, -4.815], [0.478, 0.011, -4.245], [-4.148, -1.091, -1.017], [-5.840, -2.824, -1.331], [-5.471, -4.647, -2.970], [-3.356, -4.732, -4.261], [-1.643, -2.997, -3.924], [4.707, -0.607, 9.397], [4.074, -0.078, 8.596], [3.293, 0.588, 7.598], [3.125, 1.969, 7.673], [2.381, 2.616, 6.704], [1.803, 1.874, 5.680], [1.947, 0.489, 5.610], [2.707, -0.153, 6.570], [1.043, 2.525, 4.688], [0.107, 3.524, 4.842], [-0.420, 3.727, 3.604], [0.172, 2.888, 2.697], [1.038, 2.178, 3.377], [3.585, 2.529, 8.475], [2.259, 3.690, 6.723], [1.440, -0.076, 4.835], [2.828, -1.226, 6.531], [-0.126, 3.929, 5.810], [-1.212, 4.400, 3.327], [1.705, 1.428, 2.986], [5.775, 0.137, -3.562], [5.017, 0.358, -2.727], [4.065, 0.634, -1.687], [3.513, -0.407, -0.954], [2.563, -0.090, 0.007], [2.175, 1.158, 0.256], [2.726, 2.145, -0.443], [3.678, 1.947, -1.428], [3.777, -1.436, -1.135], [2.059, -0.865, 0.574], [2.369, 3.146, -0.230], [4.081, 2.778, -1.987]]
}

***

Record 2
{
  "formula": "C39H26CrO5",
  "method": "the ωB97M-V functional and the def2-TZVPD basis",
  "spin_multiplicity": 4,
  "total_charge": 1,
  "e_homo_ha": [-0.3739, -0.3922],
  "de_lowest_ev": 2.805,
  "orbital_gap_ev": [6.51, 4.86],
  "lumo_ev": [-3.67, -5.81],
  "symbols": ["C", "C", "C", "C", "C", "C", "C", "C", "C", "C", "C", "C", "O", "C", "C", "C", "C", "C", "C", "C", "O", "C", "C", "H", "H", "H", "H", "H", "H", "H", "H", "H", "H", "H", "H", "H", "H", "H", "O", "C", "Cr", "C", "O", "C", "O", "C", "C", "C", "C", "C", "C", "C", "C", "C", "C", "C", "C", "C", "C", "C", "H", "H", "H", "H", "H", "H", "H", "H", "H", "H", "H"],
  "coordinates": [[-3.280, 2.341, 0.026], [-2.656, 3.245, 0.908], [-1.519, 2.842, 1.632], [-1.120, 1.504, 1.679], [0.006, 1.093, 2.606], [1.328, 1.507, 1.852], [2.441, 0.491, 1.531], [2.822, 0.237, 0.212], [3.853, -0.708, -0.066], [4.586, -1.296, 0.990], [4.232, -0.968, 2.328], [3.188, -0.067, 2.576], [1.555, 2.678, 1.582], [0.023, -0.364, 3.044], [-1.262, -1.154, 2.964], [-2.293, -0.676, 3.746], [-3.541, -1.274, 3.722], [-3.731, -2.380, 2.885], [-2.648, -2.952, 2.161], [-1.373, -2.387, 2.276], [0.999, -0.888, 3.607], [-1.726, 0.622, 0.768], [-2.792, 1.033, -0.060], [-4.131, 2.650, -0.581], [-3.050, 4.260, 1.027], [-0.898, 3.551, 2.158], [2.374, 0.801, -0.633], [4.177, -0.909, -1.106], [5.525, -1.878, 0.772], [4.799, -1.391, 3.166], [3.029, 0.337, 3.564], [-2.116, 0.184, 4.381], [-4.340, -0.893, 4.353], [-4.732, -2.853, 2.816], [-2.813, -3.856, 1.528], [-0.462, -2.792, 1.810], [-1.393, -0.409, 0.703], [-3.236, 0.326, -0.754], [-0.247, 10.212, 5.968], [0.131, 9.450, 5.172], [0.973, 8.099, 4.112], [0.840, 7.028, 5.652], [0.745, 6.405, 6.634], [2.539, 8.890, 4.861], [3.388, 9.386, 5.486], [0.842, 8.890, 2.134], [-0.430, 8.452, 2.563], [-0.594, 7.131, 3.035], [0.471, 6.191, 3.048], [0.392, 4.779, 3.550], [0.468, 3.558, 3.757], [0.188, 2.161, 3.994], [-0.755, 2.087, 5.134], [-1.036, 0.880, 5.798], [-1.922, 0.789, 6.879], [-2.550, 1.935, 7.361], [-2.416, 3.134, 6.637], [-1.563, 3.184, 5.526], [1.731, 6.696, 2.674], [1.928, 7.997, 2.184], [0.998, 9.938, 1.853], [-1.277, 9.154, 2.556], [-1.570, 6.813, 3.408], [1.138, 1.578, 4.094], [-0.555, -0.041, 5.455], [-2.092, -0.170, 7.387], [-3.134, 1.917, 8.290], [-2.934, 4.046, 6.946], [-1.470, 4.152, 5.028], [2.573, 6.005, 2.757], [2.931, 8.311, 1.870]]
}

***

Max |F| (eV/Å)
2.0, 8.1
Energy (hartree)
-3198.40189, -2921.93286